{"formula": "C36H72O23S4", "method": "the ωB97M-V functional and the def2-TZVPD basis", "relative_energy_kj_mol": 0.00, "gap_ev": 9.0, "total_charge": 0, "multiplicity": 1, "elements": ["O", "S", "O", "O", "C", "C", "O", "H", "H", "H", "H", "O", "S", "O", "O", "C", "C", "O", "H", "H", "H", "H", "O", "S", "O", "O", "C", "C", "O", "H", "H", "H", "H", "O", "S", "O", "O", "C", "C", "O", "H", "H", "H", "H", "C", "C", "C", "O", "C", "H", "H", "H", "H", "H", "H", "H", "H", "C", "C", "C", "O", "C", "H", "H", "H", "H", "H", "H", "H", "H", "C", "C", "C", "O", "C", "H", "H", "H", "H", "H", "H", "H", "H", "C", "C", "C", "O", "C", "H", "H", "H", "H", "H", "H", "H", "H", "C", "C", "C", "O", "C", "H", "H", "H", "H", "H", "H", "H", "H", "C", "C", "C", "O", "C", "H", "H", "H", "H", "H", "H", "H", "H", "C", "C", "C", "O", "C", "H", "H", "H", "H", "H", "H", "H", "H"], "xyz": [[2.833397, 4.194101, 1.179832], [3.794998, 3.413296, 1.857504], [4.294321, 3.789017, 3.125840], [3.324845, 1.893737, 1.911401], [4.492380, 1.051543, 1.727930], [5.217044, 1.774675, 0.598130], [5.020186, 3.166907, 0.854738], [5.053824, 1.014232, 2.657612], [4.194292, 0.049722, 1.441768], [4.792876, 1.461909, -0.358220], [6.287502, 1.581842, 0.591861], [3.093703, 1.578912, -2.392618], [3.370913, 2.835796, -2.987421], [2.671865, 3.983260, -2.568243], [4.919126, 3.135805, -2.909762], [5.590099, 2.363186, -3.920316], [4.614819, 2.379852, -5.113327], [3.332837, 2.716876, -4.575182], [6.537883, 2.862481, -4.082822], [5.737062, 1.345075, -3.555724], [4.583188, 1.394598, -5.571994], [4.886498, 3.163716, -5.815782], [-1.959031, -0.357470, 1.219616], [-0.581982, -0.053903, 1.330468], [0.250415, -0.855933, 2.137993], [0.003871, 0.108865, -0.144405], [0.764109, 1.314884, -0.312693], [0.178443, 2.283329, 0.721301], [-0.419716, 1.471485, 1.736423], [1.795522, 1.089803, -0.058357], [0.595895, 1.756939, -1.287783], [-0.554693, 2.996595, 0.347706], [1.002032, 2.825106, 1.173840], [-6.455916, -3.572402, 1.533060], [-7.282689, -2.560234, 2.093919], [-8.410091, -2.922595, 2.854085], [-6.356254, -1.568121, 2.929502], [-5.807055, -0.558224, 2.090360], [-6.661164, -0.529868, 0.802871], [-7.699419, -1.511966, 0.993843], [-5.882995, 0.380996, 2.640139], [-4.744705, -0.702749, 1.885780], [-6.085480, -0.855050, -0.061056], [-7.118758, 0.440185, 0.643215], [-2.920321, 3.652598, 3.039449], [-1.971641, 4.838162, 2.984537], [-2.797412, 5.801614, 2.129317], [-4.146579, 5.574939, 2.437180], [-4.289736, 4.305281, 3.099747], [-2.737649, 2.953340, 3.859469], [-2.849689, 2.983762, 2.174099], [-0.994916, 4.585326, 2.569756], [-1.770778, 5.198727, 3.996209], [-2.555519, 5.597138, 1.074786], [-2.502809, 6.838570, 2.301154], [-5.087854, 3.718312, 2.646130], [-4.571175, 4.523162, 4.134933], [-0.785460, -3.836191, -2.553726], [-1.237211, -2.420507, -2.173645], [-2.749708, -2.599975, -1.907738], [-3.087480, -3.961559, -2.200349], [-2.079977, -4.474583, -3.047196], [-0.425981, -4.377034, -1.676242], [-0.011065, -3.850283, -3.320697], [-1.093977, -1.742728, -3.015529], [-0.760873, -2.016881, -1.285120], [-3.339161, -1.954868, -2.565908], [-3.077529, -2.413936, -0.886093], [-2.288111, -4.169806, -4.083659], [-2.030185, -5.560394, -2.993244], [-0.946511, -3.268896, 4.045818], [-2.000565, -3.755527, 3.046216], [-3.298717, -3.193241, 3.619416], [-2.920618, -1.906818, 4.123280], [-1.632724, -2.037173, 4.684697], [-0.069152, -2.900205, 3.513167], [-0.648441, -4.006111, 4.785203], [-2.055214, -4.845666, 2.997505], [-1.884091, -3.387541, 2.028402], [-3.698758, -3.781857, 4.451048], [-4.038532, -3.031496, 2.839666], [-1.641298, -2.166073, 5.779313], [-1.090026, -1.102095, 4.532508], [-3.595325, 2.301507, -2.491954], [-3.876544, 2.907406, -1.108271], [-3.893742, 1.689333, -0.169169], [-3.967670, 0.540141, -0.987176], [-3.338011, 0.808040, -2.212899], [-2.763280, 2.789046, -2.999013], [-4.466520, 2.398538, -3.140968], [-4.779878, 3.511013, -1.057674], [-3.061003, 3.579954, -0.828791], [-4.711325, 1.745103, 0.553376], [-2.982391, 1.618569, 0.432592], [-3.779823, 0.202514, -3.001018], [-2.260408, 0.593760, -2.162679], [0.388141, 1.009581, -5.835344], [1.097784, 0.106300, -4.823593], [0.937648, -1.271142, -5.495843], [0.719190, -1.005350, -6.888721], [0.899839, 0.389705, -7.111078], [0.564205, 2.076712, -5.706184], [-0.688266, 0.826351, -5.748003], [0.652242, 0.240854, -3.839172], [2.154538, 0.377664, -4.816893], [0.030515, -1.777591, -5.169255], [1.848335, -1.844197, -5.315603], [0.480918, 0.684609, -8.068668], [1.990936, 0.549645, -7.175811], [3.052685, -2.779374, 5.036423], [4.447890, -2.571091, 5.630098], [4.612312, -1.077612, 5.366167], [4.192387, -0.970828, 4.010230], [3.014743, -1.774030, 3.878459], [2.350427, -2.460847, 5.811247], [2.802122, -3.816902, 4.822774], [5.243934, -3.095067, 5.101800], [4.493634, -2.839961, 6.686112], [5.647968, -0.749112, 5.443913], [3.981629, -0.428479, 5.984152], [2.953743, -2.162626, 2.860887], [2.122412, -1.140698, 3.968004], [2.838984, -2.024224, -2.387223], [4.362854, -2.166598, -2.567124], [4.941184, -1.962316, -1.144411], [3.867596, -1.451069, -0.380355], [2.673560, -2.034853, -0.875074], [2.319214, -2.881229, -2.815471], [2.454352, -1.117875, -2.846263], [4.783274, -1.360325, -3.173415], [4.636412, -3.095573, -3.062373], [5.740906, -1.219312, -1.126389], [5.357547, -2.869640, -0.688820], [1.818943, -1.521920, -0.439510], [2.562693, -3.056155, -0.474915]], "forces_ev_per_angstrom": [[-0.66, 0.24, -0.04], [0.89, -0.88, -0.35], [0.09, 0.31, 0.26], [-0.33, 0.00, -0.10], [0.34, 0.20, -0.10], [0.21, -0.71, 0.22], [-0.15, 0.25, -0.01], [0.00, 0.06, 0.03], [-0.30, 0.03, 0.02], [-0.12, 0.39, -0.07], [0.02, 0.02, 0.08], [-0.04, -0.65, 0.02], [0.44, 0.52, -0.23], [-0.39, 0.27, -0.01], [0.24, -0.02, 0.20], [-0.32, -0.08, 0.34], [0.60, 0.10, 0.12], [-0.34, -0.11, 0.12], [0.03, -0.08, -0.23], [0.10, 0.06, 0.05], [-0.15, 0.10, -0.22], [-0.13, -0.12, -0.18], [-0.27, -0.38, 0.00], [-0.50, 1.21, -0.69], [0.68, -0.41, 0.25], [-0.24, -0.31, -0.31], [-0.49, 0.43, 0.96], [0.66, 0.15, 0.29], [-0.06, -0.23, 0.35], [0.16, 0.12, -0.44], [0.31, -0.56, -0.33], [-0.17, -0.23, -0.16], [-0.16, 0.21, 0.08], [0.05, 0.01, -0.24], [0.87, -0.12, 0.00], [-0.52, 0.03, 0.35], [-0.22, -0.22, 0.12], [0.24, 0.82, -0.03], [0.42, -0.62, -0.12], [-0.35, 0.38, 0.03], [-0.14, -0.08, 0.03], [-0.08, -0.43, 0.00], [0.10, 0.31, -0.04], [-0.18, -0.08, -0.11], [-0.06, -1.17, 0.06], [0.00, -0.31, 0.10], [1.42, 0.05, -0.09], [-0.45, -0.17, -0.14], [0.22, 0.48, 0.43], [-0.05, 0.33, 0.25], [0.12, 0.45, -0.27], [-0.09, 0.07, -0.22], [-0.24, 0.23, -0.05], [-0.37, -0.06, -0.05], [-0.38, 0.09, 0.13], [0.01, 0.07, -0.18], [-0.07, -0.13, 0.00], [-0.01, 0.06, 0.06], [-0.52, -0.24, 0.14], [-0.42, -0.18, -0.27], [0.24, -0.19, 0.17], [0.26, 0.31, -0.14], [0.02, 0.00, -0.03], [0.08, 0.02, 0.04], [0.11, 0.14, 0.08], [0.28, 0.02, -0.12], [0.02, 0.04, 0.02], [0.22, 0.12, 0.06], [0.09, -0.11, -0.04], [-0.33, -0.03, 0.06], [0.09, 1.10, -0.79], [-0.55, -0.83, 0.45], [0.38, 0.60, -0.11], [-0.13, -0.09, -0.03], [0.56, -0.06, 0.75], [0.17, -0.34, 0.09], [-0.12, -0.12, -0.01], [0.09, 0.02, -0.08], [0.31, 0.19, 0.08], [-0.08, -0.22, -0.17], [-0.26, -0.13, 0.19], [-0.48, -0.06, -0.07], [-0.01, -0.05, -0.31], [-0.29, -0.05, -0.16], [0.66, 0.16, 0.18], [0.46, 0.46, 0.15], [-0.82, -0.49, 0.22], [0.25, 0.82, -0.34], [0.04, -0.06, 0.02], [0.00, 0.03, 0.03], [-0.15, -0.20, -0.12], [-0.05, -0.01, 0.07], [-0.22, -0.38, -0.23], [0.06, 0.16, -0.09], [-0.01, -0.25, 0.15], [-0.02, -0.05, 0.11], [-0.30, 0.03, 0.10], [-0.39, 0.45, -0.50], [-0.32, 0.75, 0.19], [0.11, -0.19, -0.24], [0.92, -0.29, 0.12], [0.21, -0.03, -0.06], [0.00, 0.14, -0.15], [0.22, -0.41, 0.16], [-0.01, 0.01, 0.34], [0.23, -0.33, 0.34], [-0.19, -0.40, -0.25], [-0.41, -0.11, 0.10], [-0.10, 0.36, -0.12], [0.09, -0.19, 0.46], [-0.17, 0.37, 0.42], [0.29, -0.28, -0.32], [0.05, 0.11, -0.21], [-0.67, 0.40, -0.06], [-0.12, -0.01, -0.12], [0.12, 0.05, -0.38], [-0.10, -0.11, -0.10], [0.01, 0.01, -0.02], [-0.03, 0.13, -0.11], [-0.01, -0.21, 0.24], [0.38, -0.31, 0.09], [0.13, 0.05, 0.09], [-0.13, -0.51, -0.01], [0.37, 0.57, 0.01], [0.05, -0.19, -0.20], [0.02, 0.30, 0.49], [-0.12, -0.39, 0.49], [-0.08, 0.09, -0.14], [0.02, 0.11, 0.13], [-0.28, -0.05, -0.23], [0.09, -0.13, 0.28], [-0.04, 0.04, -0.03], [-0.26, -0.12, -0.10], [0.07, 0.45, -0.33], [0.30, -0.10, -0.29]]}


{"formula": "C3H4BrCl", "method": "the ωB97M-V functional and the def2-TZVPD basis", "relative_energy_kj_mol": 323.22, "gap_ev": 10.0, "total_charge": 0, "multiplicity": 1, "elements": ["C", "C", "C", "Br", "H", "H", "H", "Cl", "H"], "xyz": [[-0.546435, -0.529661, -0.329671], [-0.104857, 0.673861, -1.063231], [0.329536, 1.809610, -1.224994], [0.641315, 3.447897, -2.071763], [-1.318956, -1.073909, -0.809048], [-0.721347, -0.253184, 0.700873], [0.378781, -1.057274, -0.328266], [-1.284428, 0.724284, -3.690409], [-1.853725, -0.157997, -3.777212]], "forces_ev_per_angstrom": [[1.59, 1.41, -0.40], [0.33, 2.56, 1.12], [-0.56, -0.59, -0.95], [-0.13, -1.37, 0.81], [-0.76, -0.46, -0.27], [-0.55, -0.02, 0.13], [0.45, -1.38, 0.20], [7.20, 11.51, 0.62], [-7.57, -11.65, -1.26]]}


{"formula": "C4H8NO3S", "method": "the ωB97M-V functional and the def2-TZVPD basis", "relative_energy_kj_mol": 85.59, "gap_ev": 5.6, "total_charge": -1, "multiplicity": 1, "elements": ["O", "C", "N", "C", "C", "S", "C", "O", "H", "H", "H", "H", "H", "H", "H", "H", "O"], "xyz": [[-1.431017, 2.433755, 0.477623], [-0.701185, 1.802543, 1.207760], [0.361893, 1.044626, 0.804598], [0.405555, 0.636159, -0.616377], [-0.624598, -0.373489, -1.141219], [-0.622919, -0.290025, -2.954202], [1.750983, -0.043477, -0.785259], [2.717561, 0.146728, -0.077586], [-0.714455, 1.856424, 2.316965], [0.588875, 0.293459, 1.441592], [0.388030, 1.551074, -1.206771], [-0.279963, -1.390638, -0.986477], [-1.590305, -0.225023, -0.663688], [1.775566, -0.838919, -1.536716], [-1.431461, -2.267871, 1.388664], [-0.006418, -2.526010, 1.018459], [-0.586149, -1.809320, 1.312628]], "forces_ev_per_angstrom": [[-0.22, 0.10, 0.25], [1.03, -0.05, 0.02], [-1.24, -0.34, -0.48], [0.91, -0.18, 0.54], [0.21, 0.25, -0.83], [-0.22, 0.22, -0.36], [0.26, -0.07, 0.27], [-0.05, 0.08, -0.05], [-0.42, 0.05, -0.06], [0.16, 0.18, 0.14], [-0.24, -0.07, -0.18], [-0.06, -0.01, 0.67], [-0.07, 0.03, -0.05], [-0.09, 0.02, -0.41], [-0.10, 0.30, -0.01], [0.09, 0.33, -0.04], [0.05, -0.85, 0.60]]}